Entry 1:
Here is C8H11ClF9FeOY as an isolated structure at a distorted geometry from OMol25. Energies are from ωB97M-V with the def2-TZVPD basis set.

Geometry (Å):
Fe -1.5005 3.6720 -1.1696
Cl -3.6704 3.0144 -1.2045
C -0.1233 2.8954 -2.7444
C -0.2646 2.6854 0.5984
H 0.3613 3.8709 -2.8789
H 0.6005 2.0982 -2.5887
H -0.6850 2.6880 -3.6971
H -0.1569 3.7597 0.4027
H 0.7847 2.3676 0.9166
H -0.8434 2.6147 1.5109
Y -0.3660 -0.2225 0.7827
C 1.8147 0.3250 1.8202
C -1.3539 -1.0887 -1.0409
H 2.4469 1.0840 1.3151
H 1.9215 0.5078 2.8946
H 2.2932 -0.6485 1.6116
H -0.6959 -0.9232 -1.8803
H -2.3310 -0.7109 -1.2717
F -2.0808 -2.3605 1.0604
C -1.3398 -3.3434 0.3825
F -1.8608 -4.5046 0.7671
F -1.5832 -3.2208 -0.9600
C 0.1954 -3.1176 0.6717
O 0.7320 -1.9327 0.2223
C 0.2927 -3.1658 2.2235
F -0.4252 -4.1319 2.7972
F 1.5654 -3.2368 2.6442
F -0.1857 -1.9303 2.7268
C 1.0423 -4.2106 0.0091
F 0.7124 -5.4517 0.4595
F 0.8785 -4.1630 -1.3250
F 2.3483 -3.9934 0.2553

## Properties
- Expectation value of S²: 8.776
- ΔE to the lowest compared entry with this formula, charge and spin: 414.1 kJ/mol
- Multiplicity: 6
- Total charge: -1
- Highest occupied orbital energy (spin up / spin down): -4.1 / -4.3 eV

Entry 2:
Here is a 12-piece molecular cluster, C57H45Cl12F9 overall at a distorted geometry from OMol25. Energies are from ωB97M-V with the def2-TZVPD basis set.

Geometry (Å):
C -0.3553 4.6803 -2.4232
Cl -0.8753 5.4651 -0.9276
Cl -0.6163 5.7595 -3.8114
Cl 1.3906 4.3164 -2.3169
Cl -1.2255 3.1803 -2.6465
C 1.7139 -4.8599 -1.0602
Cl 1.1102 -4.8952 -2.7203
Cl 0.3571 -5.0492 0.0700
Cl 2.9122 -6.1308 -0.7981
Cl 2.5373 -3.3002 -0.8033
C 0.6183 3.8569 3.8334
Cl 0.4957 5.1909 4.9616
Cl 0.6480 2.3000 4.6955
Cl -0.6747 3.8819 2.6486
Cl 2.1519 3.9733 2.9342
F -2.6040 -3.0875 -7.8433
C -2.0738 -1.8770 -7.5660
C -2.1267 -1.3507 -6.2957
C -1.5573 -0.1124 -6.0052
C -0.9521 0.5717 -7.0521
C -0.9204 0.0548 -8.3384
C -1.5103 -1.1679 -8.6176
H -2.4873 -2.0278 -5.5269
H -1.5736 0.2195 -4.9784
H -0.4991 1.5344 -6.8510
H -0.5144 0.6198 -9.1667
H -1.4896 -1.5258 -9.6378
F 1.1265 -2.5014 2.7756
C 1.6121 -3.5805 3.3960
C 0.7753 -4.4008 4.1545
C 1.3289 -5.5458 4.7070
C 2.7006 -5.7944 4.6853
C 3.5263 -4.9485 3.9591
C 2.9548 -3.8686 3.3086
H -0.2868 -4.1999 4.2117
H 0.7070 -6.1959 5.3103
H 3.0528 -6.6868 5.1839
H 4.5940 -5.1168 3.9567
H 3.5695 -3.1792 2.7370
F 2.4806 3.7554 -5.1916
C 2.8308 2.4550 -5.3278
C 2.1851 1.5215 -4.5547
C 2.6119 0.1973 -4.6195
C 3.6211 -0.1652 -5.4996
C 4.2498 0.8098 -6.2698
C 3.8150 2.1280 -6.2338
H 1.4018 1.8824 -3.8982
H 2.2236 -0.5454 -3.9342
H 3.8860 -1.2126 -5.5561
H 5.0408 0.5741 -6.9702
H 4.2506 2.8501 -6.9098
F -4.1198 3.8032 0.5885
C -4.5974 2.7705 1.3093
C -5.3560 1.7968 0.6787
C -5.7371 0.6868 1.4299
C -5.4046 0.5910 2.7862
C -4.6533 1.5909 3.3904
C -4.2188 2.6670 2.6133
H -5.6676 1.8550 -0.3547
H -6.3257 -0.1386 1.0535
H -5.7526 -0.2380 3.3873
H -4.4000 1.5631 4.4406
H -3.5568 3.3690 3.1038
F 3.0917 -1.7935 7.9914
C 3.3960 -0.8397 7.0872
C 4.1236 0.2697 7.4396
C 4.4219 1.2688 6.5019
C 3.9269 1.1339 5.2085
C 3.1074 0.0520 4.8844
C 2.8457 -0.9163 5.8239
H 4.6002 0.3473 8.4109
H 5.0026 2.1404 6.7630
H 4.1162 1.8880 4.4548
H 2.7820 -0.0874 3.8603
H 2.1919 -1.7509 5.5979
F -0.2336 -0.9870 5.0459
C -1.5024 -1.4017 5.2228
C -2.0781 -1.3598 6.4742
C -3.3980 -1.7745 6.6559
C -4.1312 -2.1762 5.5444
C -3.5858 -2.0986 4.2637
C -2.2393 -1.7813 4.1051
H -1.5367 -1.0108 7.3453
H -3.8975 -1.7452 7.6126
H -5.1868 -2.3677 5.6965
H -4.1501 -2.3586 3.3791
H -1.7557 -1.8295 3.1375
F -6.2479 3.1005 -6.1824
C -5.5429 2.4824 -5.2246
C -5.0759 1.1993 -5.4538
C -4.3285 0.5368 -4.4986
C -4.0186 1.2012 -3.3145
C -4.4140 2.5163 -3.0844
C -5.1808 3.1348 -4.0511
H -5.3715 0.6344 -6.3313
H -4.0340 -0.4888 -4.6384
H -3.4076 0.7668 -2.5294
H -4.2119 3.0188 -2.1494
H -5.6246 4.1130 -3.8892
F -0.3344 0.3761 -2.3499
C -0.2379 0.3168 -1.0022
C 0.8820 -0.2189 -0.3932
C 0.9491 -0.1976 0.9973
C -0.0872 0.3482 1.7443
C -1.2048 0.8598 1.1200
C -1.3149 0.7786 -0.2680
H 1.6554 -0.5276 -1.0850
H 1.8823 -0.5708 1.3966
H -0.0241 0.3081 2.8228
H -2.0256 1.2291 1.7216
H -2.2526 1.1168 -0.6871
F 5.7549 -1.7495 -2.0088
C 5.1038 -0.6629 -1.5333
C 5.2016 -0.4042 -0.1780
C 4.4758 0.6873 0.3009
C 3.7292 1.4640 -0.5692
C 3.7185 1.1928 -1.9279
C 4.3910 0.0992 -2.4493
H 5.7718 -1.0092 0.5107
H 4.4715 0.9079 1.3613
H 3.1657 2.3220 -0.2242
H 3.1501 1.8198 -2.6061
H 4.3784 -0.2913 -3.4570

## Properties
- SMILES: ClC(Cl)(Cl)Cl.ClC(Cl)(Cl)Cl.ClC(Cl)(Cl)Cl.Fc1ccccc1.Fc1ccccc1.Fc1ccccc1.Fc1ccccc1.Fc1ccccc1.Fc1ccccc1.Fc1ccccc1.Fc1ccccc1.Fc1ccccc1
- Highest occupied orbital energy: -9.1 eV

Entry 3:
Here is a 3-piece molecular cluster, C7H11F3O6Si overall at a distorted geometry from OMol25. Energies are from ωB97M-V with the def2-TZVPD basis set.

Geometry (Å):
F 0.6944 -4.6595 3.1018
C 1.6033 -3.9384 2.4398
F 1.8716 -2.8969 3.2106
F 0.9807 -3.4773 1.3671
Si 3.0994 -5.0917 2.0526
H 3.7150 -4.7905 0.7526
H 2.5423 -6.4550 1.9815
H 4.0972 -5.0654 3.1334
C -0.2938 0.4105 1.7660
C -0.9955 -0.9252 1.6716
O -2.0671 -0.6435 0.7605
C -1.7093 0.4200 0.0083
O -2.3010 0.8044 -0.9507
O -0.5804 0.9948 0.4903
H 0.7793 0.3202 1.9143
H -0.7095 1.0505 2.5462
H -0.3661 -1.6968 1.2424
H -1.3858 -1.2714 2.6256
C -0.6955 2.7517 -3.2341
C -1.7698 3.5739 -2.5657
O -1.1139 4.8329 -2.3663
C -0.1111 4.9350 -3.2734
O 0.5169 5.9223 -3.4811
O 0.0800 3.7507 -3.9088
H -1.0892 2.0287 -3.9432
H -0.0587 2.2353 -2.5138
H -2.6398 3.7286 -3.2073
H -2.0935 3.1520 -1.6203

## Properties
- SMILES: FC(F)(F)[SiH3].O=C1OCCO1.O=C1OCCO1
- Highest occupied orbital energy: -10.7 eV

Entry 4:
Here is CHO2Pm as an isolated structure at a distorted geometry from OMol25. Energies are from ωB97M-V with the def2-TZVPD basis set.

Geometry (Å):
H -1.5055 -1.5005 0.4890
O -0.8552 0.6932 0.0839
O -0.1831 -1.3336 -0.0284
C -1.1695 -0.4807 -0.2458
Pm 1.4265 0.3584 -0.0274

## Properties
- Expectation value of S²: 6.142
- ΔE to the lowest compared entry with this formula, charge and spin: 83.0 kJ/mol
- Multiplicity: 5
- Total charge: +2
- Highest occupied orbital energy (spin up / spin down): -19.6 / -20.0 eV

Entry 5:
Here is a 4-piece molecular cluster, C16H42BrN3O overall at a distorted geometry from OMol25. Energies are from ωB97M-V with the def2-TZVPD basis set.

Geometry (Å):
N -1.2500 0.9301 -5.5632
H -0.8044 1.8160 -5.7934
H -0.6602 0.1443 -5.8483
H -2.1019 0.8152 -6.1273
H -1.5688 0.7929 -4.5914
Br -1.5123 0.6667 -1.9137
C 4.8343 -1.0565 -2.4168
C 3.4775 -1.0674 -1.7514
N 2.9290 0.2834 -1.3201
C 4.0104 1.1234 -0.7343
C 2.4018 0.9564 -2.5750
C 2.2044 2.4616 -2.5116
C 1.7296 0.1304 -0.3607
C 1.8619 -0.6882 0.8890
O 1.8450 -2.0547 0.5731
C 2.5752 -2.8417 1.5080
H 5.7071 -0.8321 -1.8026
H 4.8878 -0.3643 -3.2588
H 5.0229 -2.0733 -2.7634
H 3.5488 -1.6430 -0.8295
H 2.7435 -1.5949 -2.3572
H 4.7597 1.4013 -1.4757
H 4.5115 0.5661 0.0536
H 3.6609 2.0886 -0.3807
H 1.4894 0.4427 -2.8748
H 3.1600 0.7791 -3.3378
H 1.4958 2.8476 -1.7822
H 1.9988 2.7732 -3.5361
H 3.1294 2.9959 -2.2910
H 1.0432 -0.3516 -1.0578
H 1.4514 1.1780 -0.2751
H 1.0836 -0.4763 1.6329
H 2.7954 -0.3567 1.3731
H 1.9395 -3.0275 2.3813
H 3.5192 -2.4314 1.8735
H 2.7837 -3.8136 1.0639
C -4.8096 -2.3896 0.2495
C -4.1927 -1.6935 1.4650
C -3.5988 -0.3562 1.0728
N -2.9675 0.3973 2.2361
C -4.0316 0.8032 3.2170
C -2.2643 1.7038 1.8434
C -1.3179 1.9596 3.0080
C -1.0007 0.6044 3.6755
C -1.9374 -0.3805 2.9522
H -4.0999 -3.0292 -0.2767
H -5.2515 -1.6975 -0.4659
H -5.5776 -3.0862 0.5849
H -3.3722 -2.3042 1.8453
H -4.9750 -1.6784 2.2237
H -4.2075 0.3361 0.4908
H -2.7290 -0.4654 0.4175
H -4.2971 -0.1142 3.7368
H -4.8715 1.2819 2.7226
H -3.6320 1.5066 3.9436
H -3.0375 2.4553 1.7154
H -1.7299 1.5522 0.9052
H -1.7385 2.6831 3.7035
H -0.3907 2.4170 2.6600
H -1.1111 0.7269 4.7556
H 0.0414 0.2859 3.6546
H -2.3372 -1.1605 3.5949
H -1.2653 -0.8773 2.2502

## Properties
- ΔE to the lowest compared entry with this formula, charge and spin: 51.0 kJ/mol
- Total charge: +2
- Highest occupied orbital energy: -13.3 eV

Entry 6:
Here is a 12-piece molecular cluster, C51H128N16O12 overall at a distorted geometry from OMol25. Energies are from ωB97M-V with the def2-TZVPD basis set.

Geometry (Å):
C 19.5343 13.4373 12.5007
O 18.8121 12.6266 13.0451
N 19.6663 14.6368 12.9375
N 20.3729 13.1631 11.4643
H 18.9953 15.0743 13.5528
H 20.2432 15.2643 12.3957
H 20.9203 13.8293 10.9383
H 20.5524 12.1851 11.2870
C 21.2421 19.7524 11.9490
O 22.2177 19.1186 12.3193
N 20.2221 19.8278 12.7354
N 21.0899 20.3397 10.8226
H 19.4386 20.3635 12.3901
H 20.2810 19.4712 13.6785
H 21.8155 20.2921 10.1215
H 20.1335 20.4712 10.5257
C 18.5925 14.9106 8.9616
O 19.4275 15.5432 9.6426
N 17.3790 15.3009 8.9522
N 18.7823 13.7678 8.3330
H 17.1246 15.9443 9.6880
H 16.7000 14.7752 8.4205
H 19.6817 13.3086 8.3502
H 17.8914 13.4454 7.9829
C 14.8413 9.7890 10.6084
O 14.3660 9.3933 9.5965
N 15.1892 10.9948 10.9706
N 15.0734 9.0244 11.6479
H 15.6509 11.1862 11.8482
H 14.7542 11.7535 10.4653
H 15.5914 9.2653 12.4808
H 14.7380 8.0717 11.6552
C 13.7653 21.3358 14.8738
C 12.9128 20.7155 13.7460
C 12.8636 19.2186 13.9946
C 11.8149 18.3945 13.2153
C 10.4719 19.0242 13.6560
C 10.3236 20.5831 13.4127
N 11.5513 21.3225 13.9286
O 11.5380 22.7078 13.7654
C 9.8953 20.8075 11.9605
C 9.1786 21.0724 14.3188
C 13.5120 20.9579 12.2786
H 14.7623 20.9085 14.9808
H 13.3155 21.1383 15.8468
H 13.7977 22.4253 14.8679
H 13.8006 18.8088 13.6175
H 12.9429 18.9107 15.0372
H 11.8392 17.3752 13.6005
H 12.0197 18.3165 12.1476
H 10.1530 18.6885 14.6427
H 9.8688 18.4930 12.9196
H 10.6543 20.4585 11.2604
H 8.9414 20.4047 11.6199
H 9.7815 21.8839 11.8321
H 8.8811 22.1029 14.1245
H 8.2759 20.5186 14.0610
H 9.4066 20.9998 15.3822
H 12.8278 20.7006 11.4701
H 14.4711 20.4400 12.2751
H 13.8012 22.0034 12.1713
H 11.4722 23.0044 14.6760
C 14.4705 15.5319 13.8796
C 15.9254 15.7362 13.3470
C 16.2250 17.2447 13.0160
C 16.5607 18.0675 14.2195
C 17.6737 17.3941 15.0438
C 17.3545 15.9712 15.4908
N 16.9189 15.1746 14.2997
O 16.7042 13.8044 14.6399
C 18.6433 15.3969 16.0640
C 16.3446 15.9940 16.6307
C 16.0945 14.9818 12.0278
H 14.4689 14.6098 14.4608
H 13.6633 15.4728 13.1495
H 14.0951 16.2775 14.5806
H 16.9827 17.3837 12.2449
H 15.3303 17.7358 12.6333
H 15.7321 18.0988 14.9270
H 16.9372 19.0555 13.9545
H 17.8844 17.9416 15.9625
H 18.6545 17.4321 14.5698
H 18.5451 14.3257 16.2403
H 19.5513 15.5114 15.4719
H 18.9388 15.8276 17.0207
H 16.6840 16.6719 17.4139
H 15.3614 16.3388 16.3108
H 16.2108 15.0359 17.1330
H 15.8145 13.9643 12.3008
H 17.1493 14.8978 11.7661
H 15.4710 15.3668 11.2209
H 17.3376 13.3017 14.1224
C 16.2220 16.0892 21.5121
C 14.8856 15.3674 21.8612
C 13.8094 16.0170 20.8700
C 13.8797 15.4988 19.4050
C 13.8570 13.9643 19.4695
C 14.7618 13.1329 20.4718
N 14.8313 13.9005 21.7682
O 15.5056 13.2248 22.7573
C 14.1961 11.6666 20.5917
C 16.1284 13.0723 19.8530
C 14.3001 15.8269 23.2304
H 16.1735 17.1320 21.8260
H 16.3688 15.9432 20.4420
H 17.1524 15.6777 21.9034
H 12.8330 15.8272 21.3160
H 13.8978 17.0902 20.7016
H 14.7656 15.8801 18.8972
H 13.0521 15.9270 18.8394
H 14.0198 13.6547 18.4371
H 12.8117 13.8256 19.7456
H 14.3847 11.1369 19.6579
H 14.5973 11.1948 21.4887
H 13.1142 11.6412 20.7216
H 16.1415 12.7312 18.8179
H 16.6563 14.0221 19.7673
H 16.8108 12.3537 20.3071
H 14.3030 16.9159 23.2762
H 15.0247 15.4435 23.9488
H 13.2629 15.5090 23.3371
H 14.7758 12.7923 23.2065
C 19.9617 12.8476 19.2480
C 21.4478 12.4160 19.2601
C 21.9652 12.0997 17.8464
O 23.2744 11.5364 18.0522
C 23.7422 11.1670 16.7321
N 22.1472 13.5412 19.8718
H 19.3905 13.0965 20.1424
H 19.3907 12.0750 18.7331
H 19.8170 13.6998 18.5840
H 21.5090 11.5463 19.9142
H 21.8954 13.0295 17.2818
H 21.3548 11.4015 17.2737
H 23.2850 10.2294 16.4161
H 24.8276 11.1765 16.8325
H 23.5061 11.8819 15.9438
H 21.8968 13.8155 20.8110
H 23.0448 13.0793 19.9052
C 15.1716 8.8040 15.6152
C 16.1009 9.9888 15.1380
C 17.3425 10.3271 16.0949
O 17.8416 9.2788 16.9046
C 17.3290 9.2833 18.2429
N 16.6984 9.5950 13.8825
H 15.6859 7.8844 15.8944
H 14.5468 8.3206 14.8641
H 14.5986 9.1124 16.4896
H 15.5462 10.9060 14.9403
H 17.0773 11.1588 16.7477
H 18.2599 10.6138 15.5808
H 16.2504 9.4348 18.2868
H 17.6447 10.0297 18.9719
H 17.5085 8.4213 18.8854
H 17.3588 10.3394 13.7093
H 17.0457 8.6531 13.9928
C 16.4374 22.5760 10.5004
C 17.1155 21.6079 11.5298
C 17.2744 20.1025 11.1159
O 18.2955 20.0228 10.0834
C 18.3251 18.6446 9.5874
N 18.3845 22.3049 11.8128
H 17.0724 22.4583 9.6223
H 16.3781 23.6532 10.6560
H 15.4776 22.2631 10.0892
H 16.4407 21.5336 12.3826
H 16.2508 19.8096 10.8823
H 17.6137 19.5398 11.9856
H 18.7315 17.9970 10.3643
H 18.7837 18.6090 8.5992
H 17.3013 18.3186 9.4037
H 18.1421 23.2683 11.9951
H 18.9824 22.3138 10.9988
C 21.3786 17.7992 20.7733
C 20.3367 17.0121 19.9758
C 19.3236 17.9344 19.2909
O 18.7904 18.9208 20.1529
C 17.5761 19.5050 19.7306
N 20.9771 16.1526 18.9251
H 21.8603 17.1067 21.4636
H 20.8631 18.6488 21.2211
H 22.1193 18.1377 20.0488
H 19.7965 16.3320 20.6344
H 18.5454 17.2699 18.9154
H 19.8663 18.4621 18.5066
H 17.3583 20.3712 20.3553
H 16.7421 18.8178 19.8733
H 17.5538 19.7533 18.6695
H 21.1920 15.2829 19.3916
H 21.8087 16.6221 18.5962
C 21.1541 21.5127 19.0016
C 21.5035 21.4517 17.5722
C 20.3877 22.0233 16.6431
O 19.1924 21.2500 16.6437
C 18.3794 21.6217 15.5529
N 22.7897 22.1955 17.4536
H 20.7537 22.4904 19.2697
H 21.9279 21.1723 19.6896
H 20.3167 20.8415 19.1922
H 21.5652 20.4133 17.2466
H 20.7426 21.9848 15.6132
H 20.4362 23.0942 16.8405
H 17.5608 22.2971 15.8017
H 17.9265 20.7382 15.1032
H 18.7471 22.1560 14.6769
H 23.1207 22.6153 18.3105
H 22.6610 22.9301 16.7725

## Properties
- SMILES: CC1(C)CCCC(C)(C)N1O.CC1(C)CCCC(C)(C)N1O.CC1(C)CCCC(C)(C)N1O.COC[C@H](C)N.COC[C@H](C)N.COC[C@H](C)N.COC[C@H](C)N.COC[C@H](C)N.NC(N)=O.NC(N)=O.NC(N)=O.NC(N)=O
- Highest occupied orbital energy: -8.1 eV